85
Properties=species:S:1:pos:R:3:forces:R:3:nbo_charge:R:1 method="wB97M-V/def2-TZVPD" smiles="COc1ccc(NC(=O)[C@@H]2[C@@H]3C=C[C@]4(O3)[C@H](C(=O)NC3CCCCC3)N(CCCN3CCC[C@@H](C)C3)C(=O)[C@@H]24)cc1" homo_ha=-0.2843 lumo_energy_ev=0.49 total_energy_ha=-1841.04940
C 6.221 -6.894 -5.216 0.0673 0.0667 -0.1489 -0.251
O 5.675 -7.382 -4.016 -0.1081 -0.0902 0.2332 -0.494
C 5.167 -6.485 -3.122 -0.0856 0.0084 0.1755 0.270
C 4.637 -7.025 -1.949 0.1601 0.0877 -0.3438 -0.237
C 4.098 -6.215 -0.974 -0.0401 -0.0180 0.0883 -0.217
C 4.075 -4.834 -1.152 0.1493 -0.2104 -0.2736 0.119
N 3.547 -3.950 -0.203 0.0924 0.2744 -0.2011 -0.605
C 2.956 -4.223 0.988 0.0042 0.7212 0.1061 0.690
O 2.784 -5.323 1.466 -0.0364 -0.3486 0.1580 -0.614
C 2.528 -2.934 1.670 -0.0357 -0.0100 0.2379 -0.320
C 1.755 -3.075 3.020 0.3034 -0.5354 -0.0933 0.068
C 0.512 -3.904 2.772 -0.1198 0.1623 0.1844 -0.194
C -0.339 -3.104 2.141 0.0012 0.1353 0.2583 -0.213
C 0.432 -1.819 1.955 -0.1369 -0.1975 -0.4657 0.233
O 1.219 -1.766 3.141 0.1166 0.4879 -0.0628 -0.505
C -0.113 -0.453 1.579 0.0221 -0.1541 -0.0261 -0.134
C -1.369 -0.542 0.697 0.2131 0.3127 0.5391 0.679
O -1.451 -1.326 -0.224 0.1312 -0.3701 -0.3274 -0.627
N -2.318 0.361 1.002 -0.2930 0.2102 0.1520 -0.607
C -3.562 0.494 0.265 -0.0758 0.1439 0.0631 -0.057
C -3.666 1.890 -0.351 -0.0626 -0.2957 -0.2852 -0.399
C -4.969 2.032 -1.132 -0.0250 0.2319 0.2545 -0.401
C -6.166 1.760 -0.227 -0.0259 -0.2136 -0.2526 -0.397
C -6.062 0.368 0.389 -0.0188 0.2510 0.2503 -0.401
C -4.761 0.225 1.174 -0.0062 -0.2464 -0.3249 -0.393
N 0.974 0.117 0.795 -0.2964 0.2599 0.1508 -0.416
C 0.949 1.499 0.375 0.1217 0.1853 0.0355 -0.232
C 1.137 2.462 1.546 0.0224 0.2064 -0.3458 -0.421
C 1.376 3.924 1.116 0.0159 -0.2609 0.3109 -0.197
N 0.287 4.643 0.500 -0.0728 -0.0612 -0.0549 -0.460
C 0.058 4.436 -0.912 0.0228 0.3045 -0.1989 -0.211
C -0.747 5.613 -1.459 -0.1153 -0.3050 -0.0912 -0.399
C -2.077 5.715 -0.719 0.3351 0.2490 0.1092 -0.395
C -1.824 5.830 0.784 -0.3338 -0.2806 0.0507 -0.224
C -3.133 5.877 1.567 0.2944 0.0427 -0.1131 -0.600
C -0.953 4.655 1.241 0.0540 0.4306 -0.0060 -0.206
C 1.897 -0.769 0.364 -0.0534 -0.6012 0.1737 0.708
O 2.871 -0.516 -0.313 0.3971 0.0635 -0.2873 -0.641
C 1.494 -2.139 0.864 -0.0078 0.3017 0.0678 -0.329
C 4.602 -4.294 -2.319 -0.1292 -0.0802 0.2731 -0.228
C 5.144 -5.106 -3.299 0.1250 -0.2284 -0.2177 -0.253
H 7.075 -6.234 -5.032 -0.0385 -0.0081 -0.0100 0.174
H 6.558 -7.772 -5.765 -0.0050 0.0959 -0.0050 0.199
H 5.473 -6.362 -5.813 0.0321 -0.0022 0.0238 0.174
H 4.661 -8.095 -1.823 -0.0035 -0.1347 0.0283 0.224
H 3.691 -6.643 -0.073 -0.0110 -0.0210 0.0262 0.253
H 3.604 -2.971 -0.464 -0.0574 -0.0544 0.1473 0.418
H 3.415 -2.318 1.854 -0.0517 -0.0598 -0.0648 0.245
H 2.367 -3.342 3.876 -0.0147 0.0397 -0.0014 0.216
H 0.420 -4.937 3.037 -0.0845 -0.2801 -0.0484 0.236
H -1.308 -3.299 1.729 -0.2269 -0.1812 -0.1477 0.235
H -0.286 0.145 2.479 -0.0447 -0.0439 -0.0499 0.217
H -2.198 0.969 1.797 0.1475 -0.0840 -0.0081 0.396
H -3.521 -0.259 -0.529 -0.0310 0.0877 0.0800 0.231
H -2.812 2.062 -1.011 0.0842 0.0429 0.0754 0.214
H -3.637 2.636 0.448 0.0643 0.0719 0.0505 0.189
H -4.971 1.322 -1.961 -0.0044 -0.0066 -0.1023 0.200
H -5.038 3.038 -1.552 0.0147 -0.0244 -0.0913 0.212
H -6.199 2.509 0.569 -0.0417 0.0674 0.0404 0.193
H -7.090 1.844 -0.801 -0.0515 0.0680 0.0427 0.212
H -6.088 -0.382 -0.404 -0.0501 -0.0811 -0.0335 0.199
H -6.911 0.188 1.050 -0.0280 -0.0853 -0.0438 0.212
H -4.682 -0.779 1.595 0.0538 0.0119 0.0731 0.216
H -4.753 0.941 2.001 0.0278 0.0344 0.0904 0.189
H 1.769 1.615 -0.339 -0.1196 0.0043 -0.0070 0.239
H 0.002 1.690 -0.140 0.0786 0.0286 -0.0465 0.196
H 2.007 2.137 2.119 -0.0075 -0.0327 0.0697 0.220
H 0.270 2.424 2.208 -0.0142 -0.0237 0.1275 0.188
H 2.225 3.959 0.429 0.0587 0.0265 0.0470 0.199
H 1.653 4.484 2.017 0.0985 -0.0638 -0.0656 0.196
H -0.499 3.505 -1.121 0.0422 -0.0110 -0.0205 0.153
H 1.024 4.374 -1.419 -0.0046 -0.0667 -0.0047 0.205
H -0.915 5.479 -2.529 0.0209 0.0298 -0.0548 0.206
H -0.176 6.530 -1.310 0.0621 0.0316 -0.0470 0.204
H -2.675 4.822 -0.919 -0.1097 -0.0830 -0.0025 0.191
H -2.640 6.582 -1.071 -0.0961 -0.0139 -0.0095 0.210
H -1.262 6.750 0.971 0.0448 -0.0314 0.0082 0.203
H -3.714 4.972 1.395 -0.1102 -0.1233 -0.0057 0.195
H -3.732 6.728 1.253 -0.1153 0.0764 0.0003 0.213
H -2.941 5.965 2.634 -0.0501 0.0088 0.1486 0.207
H -1.524 3.716 1.106 -0.0295 -0.0300 0.0587 0.150
H -0.721 4.765 2.304 -0.0413 -0.0592 0.0454 0.200
H 1.067 -2.708 0.035 0.0015 0.1211 0.0397 0.261
H 4.587 -3.223 -2.466 -0.0002 0.1199 -0.0205 0.211
H 5.542 -4.650 -4.191 0.0402 0.0100 -0.0849 0.212

186
Properties=species:S:1:pos:R:3:forces:R:3:lowdin_charge:R:1 method="wB97M-V/def2-TZVPD" homo_ha=-0.2899 lumo_energy_ev=0.17 total_energy_ha=-3505.83207
C 1.462 4.425 0.581 1.7272 0.9966 -4.1177 -0.781
O 2.283 5.048 -0.097 0.1029 0.9481 -0.1703 -0.004
N 1.688 4.046 1.787 0.6845 -0.8348 3.6031 0.194
N 0.385 3.888 0.041 -0.8566 0.7978 -0.6734 0.155
H 0.958 3.442 2.139 0.2889 0.4449 1.2544 0.075
H 2.345 4.630 2.281 -0.2422 -0.5116 0.5062 0.131
H -0.304 3.427 0.617 -0.1698 -0.1417 -0.5315 0.047
H 0.159 4.216 -0.884 -0.3593 -0.0980 0.3376 0.086
C -4.221 -4.849 -1.376 2.7970 -0.6923 3.2210 -0.808
O -4.198 -5.676 -0.501 -0.8461 -1.9053 1.2098 0.043
N -3.221 -3.998 -1.469 1.6809 2.9657 -1.8558 0.175
N -5.162 -4.696 -2.246 -3.6548 -0.6811 -2.5453 0.188
H -3.361 -3.372 -2.249 0.9103 0.4583 0.2850 0.084
H -2.455 -3.857 -0.832 -0.4245 -0.4050 0.0922 0.115
H -5.678 -5.564 -2.269 -0.5240 0.3502 -0.4353 0.129
H -5.058 -4.178 -3.106 0.2577 -0.4276 0.0737 0.061
C -0.640 3.281 -3.755 -0.2391 -2.9209 0.9879 -0.717
O -0.999 2.277 -3.140 -0.5398 0.0284 0.5894 -0.007
N -1.236 3.619 -4.903 -0.2003 0.6342 -0.5062 0.173
N 0.419 3.993 -3.422 0.9885 2.0608 -0.8263 0.204
H -2.057 3.078 -5.121 0.1962 0.3972 -0.4764 0.112
H -0.838 4.393 -5.409 -0.8698 -0.2104 -0.4877 0.106
H 0.987 3.940 -2.593 -0.0432 -0.2423 -0.2799 0.084
H 0.634 4.636 -4.168 0.8889 0.4198 0.8296 0.111
C 4.099 0.664 -5.101 -0.9018 0.0653 0.2825 -0.058
C 4.347 -0.147 -3.833 0.6811 0.1831 0.1652 -0.431
C 3.179 -0.135 -2.823 1.1774 0.8350 -0.6585 -0.162
O 3.027 1.254 -2.511 -0.2710 -1.0734 -0.1138 -0.162
C 1.973 1.396 -1.612 -0.4093 -0.0961 -0.1218 -0.139
N 4.792 -1.463 -4.262 -0.2680 -0.5935 -0.1322 0.043
H 4.142 1.738 -4.929 0.0885 -0.0565 0.0724 0.076
H 3.091 0.435 -5.451 0.0182 -0.0288 -0.3407 0.081
H 4.822 0.377 -5.864 -0.0308 0.0790 -0.0133 0.073
H 5.204 0.345 -3.367 -0.1798 0.2757 0.6681 0.129
H 3.392 -0.682 -1.901 0.4205 -0.1596 0.1484 0.103
H 2.254 -0.579 -3.198 -0.1474 0.1827 -0.4474 0.131
H 1.116 0.779 -1.893 -0.2997 0.4842 -0.7281 0.073
H 1.719 2.454 -1.586 -0.0039 -0.3043 0.5304 0.071
H 2.158 0.951 -0.630 0.7768 0.5255 0.2581 0.060
H 5.015 -2.092 -3.502 -0.2606 0.0752 0.2893 0.029
H 5.667 -1.300 -4.742 0.0249 -0.2242 -0.2495 0.066
C -1.872 5.401 2.462 0.8784 0.2730 0.5992 -0.037
C -2.602 4.090 2.158 -0.2968 0.7551 -1.1492 -0.440
C -2.144 2.783 2.775 1.5029 0.9407 1.8626 -0.154
O -0.687 2.787 2.933 -0.9020 -1.4518 -0.5958 -0.222
C -0.260 1.452 3.314 -0.5116 0.7310 0.5139 -0.061
N -4.025 4.313 2.323 -0.9054 -0.3935 0.0067 0.050
H -1.599 5.491 3.515 0.0648 -0.1943 0.1077 0.082
H -2.408 6.327 2.250 -0.8373 -0.4390 -0.1564 0.076
H -0.962 5.581 1.889 0.2209 -0.6572 0.0393 0.062
H -2.500 3.906 1.086 0.2679 0.2311 0.2576 0.066
H -2.538 1.928 2.223 0.2386 0.1000 -0.0985 0.105
H -2.491 2.673 3.804 -0.4804 0.1126 0.0987 0.131
H 0.813 1.501 3.502 0.0967 -0.1908 -0.4874 0.091
H -0.601 0.696 2.608 0.5708 0.2473 0.1185 0.058
H -0.698 1.157 4.270 -0.2191 0.2307 0.2273 0.095
H -4.318 4.719 3.202 0.4719 0.1650 0.2232 0.078
H -4.516 3.430 2.278 -0.2252 -0.0880 -0.2422 0.077
C -4.195 -0.416 -4.109 0.3013 -0.3546 -0.1724 -0.048
C -5.564 -0.801 -4.688 0.9635 -1.7197 -0.5714 -0.412
C -5.718 -2.377 -4.604 -0.6400 0.5923 1.3739 -0.180
O -4.605 -3.235 -4.843 -0.8831 1.5003 0.0446 -0.231
C -4.204 -3.180 -6.175 0.4284 -0.5244 -0.5487 -0.108
N -6.663 -0.095 -4.039 0.9400 -0.6621 0.7468 0.053
H -3.693 0.379 -4.661 -0.1828 0.2352 0.1188 0.074
H -3.518 -1.268 -4.172 -0.0021 -0.0799 -0.2365 0.072
H -4.184 -0.191 -3.042 -0.4797 0.2568 0.0007 0.061
H -5.648 -0.506 -5.736 0.7387 -0.2934 -0.3497 0.123
H -6.592 -2.642 -5.202 0.0562 -0.3579 -0.2776 0.126
H -5.939 -2.643 -3.570 -0.5434 0.5862 0.0975 0.097
H -3.968 -2.179 -6.542 0.4076 0.1736 0.3592 0.088
H -5.007 -3.509 -6.839 -0.0192 -0.4678 -0.0475 0.093
H -3.342 -3.845 -6.179 0.0235 0.1400 -0.7553 0.102
H -6.206 0.806 -3.994 -1.1874 0.7007 0.1822 0.048
H -7.476 -0.122 -4.637 -0.0542 0.5239 0.0156 0.079
C 4.403 1.521 2.577 1.4131 -0.9056 0.5208 -0.044
C 5.320 1.724 1.331 -1.7798 1.3841 0.2347 -0.392
C 5.691 0.482 0.577 -0.7232 -0.4418 -0.2482 -0.233
O 6.389 -0.476 1.333 0.6017 0.4066 0.3072 -0.222
C 7.786 -0.155 1.484 -0.6388 -0.7254 0.0782 -0.067
N 4.547 2.618 0.437 0.8229 -0.3554 -0.0997 0.065
H 4.987 1.012 3.347 -0.1382 -0.1540 0.2627 0.061
H 3.506 0.924 2.409 0.1479 -0.1500 -0.4887 0.050
H 4.032 2.438 3.035 0.3409 0.3094 -0.3039 0.068
H 6.211 2.306 1.570 0.1406 -0.2136 0.4634 0.133
H 6.189 0.714 -0.366 0.3553 0.2789 0.0448 0.133
H 4.762 0.005 0.256 -0.2404 -0.2299 0.0940 0.114
H 8.303 -0.940 0.932 0.4749 0.3255 -0.1116 0.086
H 8.073 -0.233 2.532 -0.1140 -0.0005 0.0525 0.076
H 8.024 0.851 1.140 0.0198 -0.1033 -0.2082 0.089
H 4.130 3.262 1.095 -0.3667 0.4743 -0.5998 0.038
H 3.790 2.075 0.040 -0.1996 0.1723 -0.1209 0.034
C 4.220 -3.066 1.393 0.6183 -0.7944 -0.3321 -0.067
C 4.198 -3.360 -0.115 0.7724 -0.9288 1.0173 -0.370
C 5.619 -3.336 -0.720 -0.3140 0.7501 0.2382 -0.180
O 5.587 -3.607 -2.117 0.0566 0.1088 0.6994 -0.195
C 6.879 -3.512 -2.646 0.6900 0.0121 -1.4312 -0.130
N 3.695 -4.741 -0.271 -0.7085 0.6276 -0.6259 0.037
H 4.889 -3.819 1.814 0.4017 0.2221 0.2718 0.085
H 3.273 -3.315 1.871 -0.1392 0.4466 -0.2486 0.051
H 4.587 -2.069 1.633 -0.0890 -0.0639 0.0795 0.069
H 3.475 -2.671 -0.552 0.3010 -0.0669 -0.6460 0.116
H 6.248 -4.077 -0.220 -0.1890 -0.3930 0.1936 0.132
H 6.160 -2.402 -0.549 -0.2956 0.4307 0.0036 0.111
H 6.786 -3.348 -3.720 -0.1361 0.0398 -0.0458 0.083
H 7.511 -4.399 -2.578 -0.2935 -0.3723 0.5525 0.092
H 7.475 -2.679 -2.266 -0.2489 0.2121 0.3250 0.092
H 3.814 -4.958 -1.252 -0.2364 -0.4099 -0.1126 0.090
H 4.232 -5.421 0.251 0.3499 0.1647 0.1289 0.097
C -2.262 0.084 -0.811 1.0022 -1.9595 -0.4062 -0.033
C -1.313 0.716 0.215 -2.0983 -0.5484 0.3410 -0.389
C 0.057 0.094 0.412 -0.1069 -0.5926 0.2514 -0.163
O 0.170 -0.959 1.410 -0.4339 1.0818 -1.7114 -0.225
C 1.525 -1.370 1.490 -1.1801 -0.7902 1.7823 -0.081
N -1.268 2.116 -0.120 -0.1542 -0.7533 0.7317 0.038
H -2.347 -1.001 -0.701 -0.1787 -0.2110 0.4245 0.072
H -1.802 0.153 -1.799 -0.1254 0.5018 -0.1923 0.073
H -3.281 0.465 -0.839 0.2143 0.4219 0.2132 0.062
H -1.876 0.770 1.150 0.4214 -0.9678 0.1738 0.101
H 0.709 0.902 0.750 0.1932 0.0534 -0.2496 0.109
H 0.383 -0.343 -0.533 0.1904 0.1456 0.0261 0.117
H 2.155 -0.519 1.749 0.3211 -0.0817 -0.5018 0.079
H 1.858 -2.040 0.696 -0.0386 0.5886 -0.4612 0.082
H 1.451 -2.003 2.376 0.6665 -0.1091 0.0969 0.070
H -0.899 2.205 -1.058 -0.5855 0.3303 -0.4316 0.054
H -2.249 2.342 -0.036 -0.0448 0.6603 -0.9622 0.066
C 6.417 -2.213 4.347 -1.0194 0.7294 1.2293 -0.056
C 5.274 -2.294 5.424 2.3524 -1.7556 -0.8594 -0.381
C 3.931 -1.937 4.760 1.1487 -1.0194 1.2633 -0.203
O 3.082 -1.683 5.844 -0.2136 0.7411 0.1074 -0.173
C 1.725 -1.561 5.533 -0.8162 0.5932 -0.1652 -0.105
N 5.302 -3.699 5.949 -1.4611 0.7348 -1.1673 0.023
H 6.478 -1.156 4.088 -0.0782 -0.1124 -0.7693 0.054
H 6.129 -2.890 3.545 0.2873 0.3326 -0.2608 0.061
H 7.416 -2.444 4.718 -0.1662 -0.4272 0.2589 0.072
H 5.538 -1.706 6.304 -0.4581 0.9990 -0.4356 0.131
H 3.544 -2.802 4.218 0.2020 -0.1490 -0.2855 0.120
H 4.108 -1.118 4.059 -0.4291 0.4193 0.1128 0.105
H 1.208 -2.521 5.541 -0.0325 0.0003 0.1092 0.081
H 1.501 -1.086 4.575 0.4937 -0.1852 -0.4827 0.068
H 1.271 -0.837 6.210 0.0016 -0.4050 0.5318 0.089
H 6.200 -3.959 6.328 -0.1533 0.2356 0.3478 0.061
H 4.544 -3.697 6.618 0.3277 -0.6735 0.5191 0.060
C -6.252 -1.651 3.968 -0.6165 0.8112 -1.1685 -0.083
C -5.633 -2.689 2.979 0.0445 2.2662 1.1897 -0.378
C -5.131 -2.032 1.648 0.0318 -1.1294 0.0480 -0.191
O -6.205 -1.939 0.720 0.5256 0.4826 -0.6380 -0.169
C -5.804 -1.387 -0.542 -0.8706 -0.0067 0.2181 -0.105
N -4.533 -3.203 3.747 1.1284 -1.8391 0.6783 0.013
H -5.520 -0.849 4.081 -0.1616 0.3311 -0.2118 0.069
H -6.436 -1.964 4.996 0.0397 -0.7934 -0.1781 0.063
H -7.210 -1.281 3.598 0.0247 0.4364 -0.0470 0.067
H -6.412 -3.435 2.823 0.4387 -0.3310 -0.5288 0.135
H -4.310 -2.594 1.195 -0.1811 -0.8657 0.1598 0.104
H -4.582 -1.098 1.797 -0.6587 0.7104 0.4548 0.108
H -5.292 -0.433 -0.408 0.0347 0.1411 0.0683 0.067
H -6.700 -1.232 -1.144 -0.2215 0.2761 0.3420 0.079
H -5.213 -2.012 -1.214 0.5128 -0.5249 0.6350 0.054
H -4.852 -3.325 4.698 -0.2340 -0.4599 -0.0035 0.058
H -3.733 -2.603 3.899 -0.0452 0.4324 -0.9964 0.044
C -2.872 6.758 -1.790 1.2286 0.7924 -0.4681 -0.064
C -3.903 5.715 -1.943 -0.8422 -1.6010 0.4089 -0.456
C -3.435 4.358 -1.314 0.6798 0.5000 -1.7693 -0.202
O -4.400 3.357 -1.201 -1.5411 -1.0076 -0.1524 -0.183
C -4.878 2.861 -2.447 -1.0977 0.9146 -0.6592 -0.102
N -5.149 6.087 -1.323 -1.3825 -0.1168 0.8612 0.046
H -2.518 6.789 -0.759 -0.0717 0.3534 0.0770 0.081
H -3.204 7.731 -2.153 -0.4267 0.0744 0.5185 0.085
H -1.993 6.614 -2.420 0.1446 -0.5862 0.0637 0.074
H -4.221 5.594 -2.980 0.6331 -0.1925 -0.2843 0.127
H -3.076 4.570 -0.306 0.0718 -0.0261 -0.3407 0.095
H -2.720 3.868 -1.980 1.0760 0.5871 0.2497 0.107
H -4.211 2.328 -3.128 0.7573 -0.3106 0.7427 0.071
H -5.256 3.656 -3.095 0.1855 0.6252 0.1154 0.082
H -5.805 2.299 -2.333 0.3538 -0.4790 0.7460 0.087
H -5.101 6.145 -0.311 0.8194 0.7248 0.3642 0.075
H -5.683 5.225 -1.306 -0.6094 -0.1015 -0.6736 0.060
O -2.054 -2.094 2.608 -0.5065 0.3442 -0.0839 -0.054
H -1.409 -2.606 3.101 0.2452 -0.3670 0.1685 0.002
H -1.535 -1.672 1.917 0.2424 0.0083 0.0589 0.004
O 0.121 -3.850 3.524 0.0096 0.3303 0.2862 -0.054
H 0.342 -3.965 2.592 0.1178 -0.1850 -0.4106 0.004
H 0.139 -4.740 3.882 -0.1913 -0.1220 0.1212 0.056
O 1.364 -4.976 1.254 -0.7822 0.1223 0.5294 -0.067
H 1.716 -5.439 2.016 0.1202 -0.1986 0.0424 0.042
H 2.133 -4.800 0.693 0.4989 -0.1273 -0.6555 -0.024